(1)
The following is a DFT calculation (ωB97M-V with the def2-TZVPD basis set) of a molecular structure, C34H58BN6S3Si2Tl.

Each line ends with the Löwdin charge.
Atoms and positions in Å:
H  0.66  -1.95  3.55  0.0719
C  1.48  -0.76  -7.10  -0.1840
H  3.29  -0.03  -4.28  0.0473
H  -0.96  4.69  2.33  0.1353
C  1.96  4.31  3.07  -0.0254
C  0.17  3.46  4.64  -0.0448
C  -0.02  0.24  -4.52  -0.4798
C  -2.86  -2.67  1.43  0.0604
H  4.73  -1.12  1.57  0.1239
N  1.41  -0.18  0.29  -0.0171
H  -5.18  -0.70  4.16  0.0828
C  -1.20  -2.14  -0.22  -0.6128
H  -1.73  0.58  3.77  0.0664
H  -1.16  3.17  -4.94  0.0468
H  2.40  4.08  2.09  0.0891
C  4.90  1.17  0.14  -0.0579
H  -3.91  0.05  -5.60  0.0393
C  -2.59  -1.40  2.02  -0.1882
H  -0.21  1.87  -7.47  0.0340
B  -0.05  0.11  -0.05  -0.9094
H  0.86  3.68  5.48  0.0884
Tl  0.05  0.47  -2.20  0.8241
C  2.62  -1.47  1.68  -0.2290
H  5.79  0.87  0.62  0.0601
H  -2.76  5.36  0.78  0.0813
C  -1.11  1.25  -7.33  -0.1966
C  -2.82  0.50  3.63  -0.0566
H  0.58  -1.09  -7.66  0.0271
H  3.04  -4.16  1.50  0.0828
C  -4.80  -0.99  3.18  -0.0419
H  -1.27  -4.97  -0.28  0.0701
H  -0.59  2.72  4.90  0.0747
C  3.32  -1.79  3.98  -0.0448
H  -3.25  -2.87  4.36  0.0904
H  4.77  2.22  0.47  0.0873
C  -2.78  4.40  0.24  -0.0531
H  -2.97  -5.08  0.48  0.0978
H  3.39  -1.80  -4.63  0.0344
C  2.74  -1.01  -4.22  -0.1957
H  1.52  5.31  3.12  0.0805
C  -2.01  2.46  -4.89  -0.2075
H  -3.24  0.89  4.58  0.0935
H  3.02  -0.76  4.12  0.0677
H  -1.79  -1.86  4.69  0.0844
C  2.61  -2.47  2.78  -0.5183
H  1.21  1.02  3.89  0.0869
H  3.44  -4.46  3.22  0.0869
Si  -1.49  0.79  -5.52  0.3648
H  -5.23  -1.99  2.90  0.0896
C  -2.88  -1.83  4.50  -0.0591
H  2.53  1.70  2.91  0.0648
H  0.60  1.09  -4.73  -0.0278
H  2.40  2.14  4.64  0.0960
C  3.76  -0.76  1.28  0.0519
C  3.46  -3.73  2.40  -0.0259
H  -2.88  -1.05  -6.50  0.0286
C  1.20  -2.84  3.25  -0.0421
H  1.73  0.33  -7.31  0.0421
C  2.40  0.68  -0.05  -0.6565
C  -3.27  -0.95  3.31  -0.5425
H  2.28  -1.37  -7.50  0.0112
H  -1.12  0.47  -8.07  0.0107
H  -3.76  3.95  0.37  0.0790
H  -2.86  2.83  -5.51  0.0437
Si  1.12  -1.06  -5.21  0.3824
C  3.69  0.35  0.51  -0.2370
S  -0.24  -2.48  -1.60  0.6607
H  3.08  -2.30  4.92  0.0903
H  -2.38  2.51  -3.84  -0.0157
H  1.20  -3.51  -5.76  0.0357
N  -1.04  -0.97  0.45  -0.0198
H  -1.97  1.91  -7.59  0.0359
S  -2.46  1.63  -1.14  0.6927
C  -2.13  -3.10  0.34  -0.2262
H  -5.04  -0.29  2.36  0.0936
H  0.27  -3.31  -4.23  0.0086
C  -2.91  -0.45  -5.59  -0.1744
C  -1.72  3.45  0.77  -0.2324
H  -3.60  -3.29  1.85  0.1039
H  4.49  -3.47  2.07  0.0836
H  -0.41  -2.84  -5.71  0.0060
C  -2.26  -4.51  -0.21  -0.0613
C  0.07  2.85  2.22  -0.2540
N  -1.71  -0.60  1.49  0.1700
C  -1.48  2.18  0.12  -0.6624
C  1.85  1.90  3.71  -0.0644
C  -0.90  3.75  1.78  0.0485
H  2.57  -1.28  -3.17  0.0071
H  2.77  4.29  3.81  0.0848
H  -2.86  -1.09  -4.70  0.0258
N  1.47  -1.24  1.13  0.2068
H  -3.37  -1.45  5.44  0.0982
N  -0.44  1.46  0.56  -0.0462
H  -2.97  1.20  2.82  0.0702
S  2.18  2.00  -1.08  0.6915
H  1.27  -3.48  4.11  0.0736
H  -0.35  4.44  4.53  0.0817
H  -2.59  4.60  -0.81  0.0771
C  1.00  3.12  3.35  -0.5267
H  4.41  -1.85  3.88  0.0843
H  -2.67  -4.50  -1.23  0.0807
H  5.06  1.19  -0.93  0.0767
N  0.32  1.77  1.60  0.1774
C  0.53  -2.83  -5.22  -0.1929
H  0.59  -3.28  2.46  0.0842

Summary:
Multiplicity   1
Strongest force on any atom   2.90 eV/Å
M   918.45 u
Net charge   0
HOMO   -7.020 eV
ΔE to the lowest compared entry with this formula, charge and spin   0.721 eV
LUMO level   -0.1 eV

=====

(2)
The following is a DFT calculation (ωB97M-V with the def2-TZVPD basis set) of 6 unconnected molecules or ions with the total composition C34H58N4O7S5.

Each line ends with the Löwdin charge.
Atoms and positions in Å:
C  -4.31  1.52  -3.30  -0.0147
H  -2.10  4.55  1.36  0.1181
C  1.43  -3.32  1.30  -0.2648
H  4.32  -1.07  5.10  0.0519
H  5.43  -2.91  0.45  0.0732
N  -0.40  4.40  -3.74  0.0586
O  8.48  -0.27  0.73  -0.5707
C  2.99  -5.29  2.26  -0.2713
C  5.03  2.05  -1.40  -0.0450
C  5.90  -1.85  0.61  -0.1015
H  -9.87  -2.95  2.09  0.0596
O  -7.29  -0.69  1.02  -0.5762
H  6.50  1.24  0.41  0.0738
C  3.85  1.54  -2.46  -0.0376
S  9.58  0.51  1.38  0.8299
H  0.64  -4.07  1.16  0.0602
C  -7.87  -1.47  3.51  -0.2682
H  -9.64  -2.39  0.42  0.0196
H  2.10  -3.32  0.43  0.0463
H  11.91  0.03  1.76  0.0512
N  -0.50  3.12  -1.53  -0.0160
H  3.77  -2.29  -1.48  0.0963
C  0.23  4.01  -2.55  -0.3564
O  3.52  -2.73  2.86  -0.5677
H  0.31  3.50  0.53  0.1312
H  10.87  -1.38  2.09  0.0507
H  -4.26  1.72  1.39  0.1029
H  -9.11  -1.23  -1.34  0.0234
H  -8.18  -0.98  -2.83  0.0546
H  -9.95  -1.20  -2.91  0.0617
C  3.41  -0.05  -2.48  -0.1601
H  7.07  -1.86  0.55  0.0571
C  11.05  -0.55  1.41  -0.2684
H  2.21  -0.07  -4.46  0.1260
H  5.89  -0.42  7.08  0.0495
H  -8.30  -2.30  4.07  0.0532
H  -8.51  -0.58  3.61  0.0579
H  11.10  2.19  0.55  0.0515
H  2.15  -5.97  2.10  0.0520
H  2.30  4.22  -3.10  0.0507
H  -0.46  5.01  -0.39  0.1149
H  -2.99  0.53  -5.13  0.0980
O  -10.07  -3.94  -2.06  -0.5645
C  -3.27  1.22  0.97  -0.1624
C  2.22  -0.69  -3.45  -0.1461
C  4.12  -1.15  -1.45  -0.0097
C  -5.63  2.59  -0.91  -0.2502
H  3.32  2.28  -3.22  0.0711
H  -6.22  3.33  -1.61  0.1148
H  10.46  1.16  -0.77  0.0580
S  6.47  -0.04  4.77  0.7998
H  -6.39  1.49  0.77  0.0507
H  4.17  0.67  4.71  0.0599
C  0.64  -0.59  -1.18  0.0631
H  -2.26  2.52  2.57  0.1171
H  -9.72  -2.94  -4.73  0.0568
C  -2.00  3.64  0.60  -0.1849
C  4.70  -0.26  4.48  -0.2728
H  -1.48  2.91  -1.87  0.0801
H  5.61  -1.52  1.72  0.0694
H  4.55  -0.51  3.42  0.0199
H  -5.09  2.02  -4.02  0.0905
H  -10.03  -1.21  1.70  0.0647
C  -2.02  2.22  1.44  -0.1791
H  -1.01  1.61  1.36  0.1107
H  7.32  0.63  6.91  0.0466
S  -7.72  -1.92  1.76  0.8363
C  -4.45  1.73  -1.67  -0.0844
C  -3.29  1.05  -0.68  -0.0356
C  -0.57  3.86  -0.19  -0.2260
C  -8.79  -3.35  -4.33  -0.2717
H  11.25  -0.94  0.41  0.0563
S  2.36  -3.68  2.80  0.8296
N  -6.56  1.59  -0.26  -0.0440
H  5.37  3.17  -1.32  0.0779
H  3.56  -5.17  1.34  0.0525
C  -0.87  -0.58  -0.45  -0.1917
H  3.64  -5.69  3.04  0.0499
H  -5.09  3.26  -0.10  0.1068
H  5.69  1.30  6.62  0.0546
C  -9.04  -1.50  -2.39  -0.2617
C  6.32  0.41  6.52  -0.2788
C  5.28  -0.69  -0.38  -0.1518
C  -9.49  -2.13  1.47  -0.2550
O  -1.06  -1.12  0.76  -0.0584
C  10.21  1.68  0.15  -0.2648
H  -6.88  -1.25  3.90  0.0496
H  -8.69  -4.39  -4.64  0.0503
H  2.49  -1.80  -3.77  0.1290
H  -6.44  0.66  -0.72  0.0551
H  1.66  5.59  -2.40  0.0811
H  -7.94  -2.77  -4.71  0.0527
H  -3.21  0.16  1.49  0.1161
H  0.97  -2.34  1.40  0.0237
S  -8.80  -3.29  -2.52  0.8017
C  5.70  0.91  -0.37  -0.0139
C  -3.08  0.64  -3.97  -0.0034
C  -0.63  -0.91  -3.59  -0.1740
O  -0.67  -1.72  -4.65  -0.0334
N  1.65  4.54  -2.34  0.0310
H  1.54  -0.49  -0.45  0.1195
C  -1.93  -0.04  -3.01  -0.0203
H  9.43  2.42  -0.05  0.0503
C  -2.06  0.16  -1.36  0.0155
H  -1.38  4.01  -3.76  0.0192
C  0.77  -0.72  -2.69  -0.0733
O  6.91  1.19  4.03  -0.5733
H  -2.90  3.76  -0.15  0.0973

Summary:
Multiplicity   1
Strongest force on any atom   8.21 eV/Å
M   795.19 u
Net charge   0
HOMO   -7.831 eV
LUMO level   -1.4 eV

=====

(3)
The following is a DFT calculation (ωB97M-V with the def2-TZVPD basis set) of 8 unconnected molecules or ions with the total composition C34H59FI2N7O4PS.

Each line ends with the Löwdin charge.
Atoms and positions in Å:
H  -3.09  -1.59  -2.02  0.0945
H  3.84  -3.54  -4.90  0.0757
H  -1.47  4.21  -1.02  0.1107
H  0.45  -3.78  -6.55  0.1148
H  -3.84  0.15  -0.40  0.0818
O  1.53  2.85  -1.71  -0.2455
H  -1.38  0.13  -2.76  0.0638
N  1.02  -0.74  -6.10  0.1624
H  -4.31  6.46  0.01  0.0770
C  -6.49  -1.36  1.11  -0.2350
C  -6.50  6.67  -4.41  -0.2534
H  -6.85  0.49  -0.90  0.0750
C  -2.43  -1.24  -4.05  -0.2374
C  1.26  0.77  1.56  -0.7625
C  -5.27  7.33  -3.80  -0.1053
C  -1.20  -0.45  -3.66  -0.1102
H  2.16  -3.54  -6.87  0.1187
H  9.34  -6.97  8.08  0.1078
H  -7.37  6.03  -2.53  0.1209
H  -4.42  -1.50  1.31  0.0958
C  7.66  -6.57  5.15  -0.2267
H  7.60  -5.44  9.01  0.0728
H  2.71  2.27  1.02  0.1080
C  -7.09  5.59  -3.49  -0.1855
N  4.38  -0.74  2.10  0.1692
C  1.36  -3.33  -6.16  -0.1888
H  6.45  -4.06  3.62  0.0418
C  8.82  -6.75  6.02  -0.1892
H  -1.59  1.38  3.31  0.0516
H  6.72  -1.20  4.73  0.1115
C  -1.20  5.27  0.74  -0.2391
S  1.78  1.66  -0.97  0.6077
H  -1.69  6.65  -1.58  0.1167
H  -3.82  7.84  -0.98  0.0584
O  0.52  0.74  -1.24  -0.2439
H  -2.90  7.43  0.47  0.0727
H  -5.52  7.78  -2.84  0.0718
H  0.88  -1.06  -0.32  0.0953
H  -3.27  -0.58  -4.28  0.1108
H  -0.80  -0.68  -0.75  0.1058
C  -5.81  0.46  -1.23  -0.0971
C  -2.05  4.89  -0.39  -0.1938
C  -2.88  -2.18  -2.92  -0.1874
H  1.75  -4.97  -4.85  0.1087
C  4.55  -1.31  3.08  -0.2769
H  2.95  -2.25  -4.09  0.0728
N  -0.54  5.56  1.63  0.1537
H  -2.89  4.32  0.00  0.1168
H  -5.06  -2.02  -0.24  0.1137
C  6.24  -2.18  4.68  -0.2541
H  6.31  -2.62  5.68  0.1010
C  1.68  2.00  0.78  -0.2605
C  7.83  -5.42  7.94  -0.1098
H  -1.57  -2.67  0.86  0.0272
H  -2.22  0.64  0.97  0.1080
C  -4.88  0.13  -0.07  -0.2629
H  2.00  -0.01  1.35  0.0077
N  6.75  -6.41  4.47  0.1571
H  -3.08  5.70  -2.06  0.0830
H  -6.24  6.21  -5.37  0.1129
P  -0.75  -1.14  2.27  0.5842
N  -7.55  -1.45  1.56  0.1433
C  -6.13  4.52  -3.21  -0.2230
C  6.94  -3.08  3.66  -0.1121
C  3.01  -3.33  -4.22  -0.1014
H  -3.79  -2.72  -3.17  0.1207
H  -7.28  7.40  -4.62  0.1081
C  -1.31  1.22  1.17  -0.3736
H  -4.98  0.89  0.71  0.1143
H  3.24  -3.77  -3.25  0.0734
H  -0.68  2.73  2.61  0.0365
O  -1.86  -1.84  1.26  -0.4153
H  -0.34  -1.10  -3.48  0.0653
H  7.73  -7.56  7.68  0.1121
H  4.26  -2.97  4.29  0.1167
C  -5.15  -1.25  0.54  -0.1932
H  -5.56  1.43  -1.67  0.0377
C  1.70  -3.89  -4.77  -0.2604
H  0.88  -3.67  -4.08  0.0736
C  1.17  -1.88  -6.13  -0.2304
C  -3.45  7.01  -0.37  -0.1047
N  -1.02  -3.88  -2.25  0.1586
I  1.08  -2.76  2.13  0.5490
H  1.03  2.86  0.89  0.0918
C  8.44  -6.75  7.50  -0.2610
H  6.92  -2.64  2.67  0.0743
F  -1.21  2.13  0.11  -0.0184
H  -7.99  5.15  -3.92  0.1182
H  -0.91  0.24  -4.45  0.0690
O  2.94  0.84  -1.18  -0.2516
H  8.53  -4.60  7.76  0.0764
C  -1.84  -3.14  -2.55  -0.2296
C  -1.50  2.03  2.44  -0.0811
H  -4.48  6.60  -3.65  0.0578
H  6.91  -5.21  7.40  0.0672
H  -2.24  -1.83  -4.95  0.1092
C  -0.11  0.23  1.12  -0.6055
N  -5.38  3.67  -2.99  0.1586
C  -2.55  6.09  -1.19  -0.2517
C  4.75  -2.00  4.36  -0.1904
H  -2.42  2.61  2.34  0.0879
H  -4.88  8.12  -4.45  0.0773
H  7.98  -3.24  3.94  0.0691
H  9.52  -5.94  5.81  0.1198
I  1.54  1.08  3.65  0.9346
H  9.31  -7.68  5.73  0.1180
H  -5.73  -0.30  -2.01  0.0719
C  0.11  -0.28  -0.31  -0.1970
H  4.24  -1.42  5.13  0.1148

Summary:
Multiplicity   1
Strongest force on any atom   0.74 eV/Å
M   965.74 u
Net charge   0
HOMO   -9.239 eV
LUMO level   -0.1 eV
SMILES string   C[C@@H](F)[C@@]1(P(O)I)COS(=O)(=O)C[C@H]1I.CCCC#N.CCCC#N.CCCC#N.CCCC#N.CCCC#N.CCCC#N.CCCC#N

=====

(4)
The following is a DFT calculation (ωB97M-V with the def2-TZVPD basis set) of 8 unconnected molecules or ions with the total composition C34H59N3O8S.

Each line ends with the Löwdin charge.
Atoms and positions in Å:
H  -1.19  4.45  4.00  0.1119
H  3.29  3.48  -1.64  0.0843
H  3.46  2.15  -0.49  0.0640
H  -3.27  3.45  4.65  0.1220
H  -1.09  -4.52  3.94  0.0768
H  0.60  -7.59  7.16  0.0868
C  -2.22  -8.01  7.14  -0.0211
C  -6.36  1.42  2.45  -0.0495
C  8.51  -2.23  -6.67  -0.0265
H  10.07  -0.15  -8.99  0.0812
H  -2.49  -7.58  8.11  0.0867
H  3.07  -1.60  -4.26  0.0875
C  2.32  0.29  -3.56  -0.4859
H  0.86  0.61  -5.09  0.0867
C  -9.38  -2.72  0.49  -0.0271
C  -0.41  2.46  1.86  -0.1684
C  -8.60  -1.45  0.26  -0.4991
H  -2.43  2.13  3.78  0.0959
C  -1.05  3.91  1.87  -0.1687
H  -9.83  -3.04  -0.45  0.0843
H  10.08  -1.92  -9.02  0.0844
H  6.65  2.52  -4.03  0.0823
C  6.28  2.73  -6.85  -0.0217
C  -0.01  -6.70  7.02  -0.0202
H  9.05  -3.16  -6.87  0.0838
S  -4.83  5.22  -0.38  0.9422
C  0.90  0.25  -4.07  -0.0184
H  0.53  -6.01  6.37  0.0823
C  -7.46  -1.50  -0.72  -0.0168
C  3.75  5.54  0.28  -0.0250
C  -2.91  3.14  3.62  -0.1661
H  8.42  -2.11  -5.59  0.0827
H  -0.64  1.83  2.76  0.1088
H  7.30  0.87  -4.07  0.0832
C  7.21  1.81  -4.63  -0.0198
C  0.42  1.32  -0.18  -0.0854
O  2.63  0.96  -2.60  0.0481
H  -6.99  -0.51  -0.78  0.0790
H  4.32  -0.42  -3.83  0.0790
H  -3.68  -4.25  5.85  0.0856
H  8.55  -1.02  -9.25  0.0859
C  -2.06  -4.25  3.51  -0.0270
H  -4.80  1.22  4.10  0.1082
H  3.42  6.08  1.16  0.0816
C  -4.63  3.66  1.54  -0.2516
H  -2.19  -0.01  2.69  0.0627
H  0.88  2.16  -0.79  0.0897
C  -6.76  2.13  1.25  -0.0227
H  4.86  3.17  -0.85  0.0860
H  -7.83  -1.77  -1.71  0.0857
H  -2.44  5.25  2.99  0.1039
N  -3.99  4.74  1.00  -0.2606
C  -1.33  -7.06  6.39  -0.4933
O  9.69  -0.17  -6.52  0.0545
H  3.26  5.96  -0.60  0.0853
H  0.03  0.59  -0.95  0.0906
H  0.52  -0.78  -4.01  0.0888
C  6.50  1.55  -5.93  -0.5028
H  0.28  0.89  -3.44  0.0751
C  3.39  4.08  0.41  -0.4937
C  9.28  -1.06  -7.24  -0.5075
H  -2.47  -1.19  1.34  0.0823
H  -1.90  -3.91  2.48  0.0796
C  -5.91  3.28  0.76  -0.2929
O  6.11  0.44  -6.23  0.0443
H  0.72  2.58  1.84  0.0955
H  -6.96  0.58  2.87  0.0952
H  4.84  5.65  0.19  0.0833
H  -7.67  1.88  0.66  0.0938
C  -1.92  4.26  3.14  -0.2109
H  1.17  0.80  0.47  0.0967
H  -0.74  -0.85  1.81  0.0870
H  -10.17  -2.54  1.21  0.0813
H  -2.05  -3.65  6.29  0.0809
O  -1.65  -6.61  5.31  0.0502
H  -1.56  4.06  0.89  0.0930
H  8.22  2.19  -4.83  0.0878
H  -3.42  -2.53  6.22  0.0803
O  2.82  3.67  1.40  0.0522
H  7.51  -2.26  -7.10  0.0851
C  -5.07  1.80  3.18  -0.0196
C  3.34  -0.54  -4.30  -0.0200
H  7.25  3.15  -7.14  0.0873
C  -1.80  0.80  0.70  -0.4405
N  -6.07  4.09  -0.32  -0.2744
H  5.76  2.40  -7.74  0.0814
C  3.78  3.17  -0.72  -0.0353
H  3.41  -0.21  -5.34  0.0822
H  -1.71  -8.97  7.28  0.0866
O  -2.94  -2.07  3.81  0.0464
N  -0.76  1.82  0.56  -0.1524
H  -0.18  4.64  1.87  0.1050
C  9.51  -1.04  -8.73  -0.0247
H  -3.13  -8.19  6.57  0.0833
H  5.68  3.49  -6.34  0.0852
C  -2.68  -3.14  4.31  -0.4833
C  -4.19  2.90  2.75  -0.1233
C  -1.76  -0.39  1.72  -0.0160
H  -6.71  -2.22  -0.38  0.0876
O  -8.88  -0.43  0.85  0.0548
H  -8.71  -3.50  0.87  0.0844
H  -2.72  -5.12  3.50  0.0807
O  -2.76  0.88  -0.05  0.0661
H  -0.18  -6.21  7.98  0.0870
C  -2.98  -3.42  5.76  -0.0219

Summary:
Multiplicity   1
Strongest force on any atom   3.58 eV/Å
M   669.93 u
Net charge   0
HOMO   -7.778 eV
ΔE to the lowest compared entry with this formula, charge and spin   0.000 eV
LUMO level   -0.1 eV
SMILES string   CC(=O)N(C)CCCCc1cccc2nsnc12.CC(C)=O.CC(C)=O.CC(C)=O.CC(C)=O.CC(C)=O.CC(C)=O.CC(C)=O

=====

- Among the records above, which one has the lowest HOMO?
  C34H59FI2N7O4PS

=====

- Number 4 is which compound?
  C34H59N3O8S

=====

- Which value of LUMO level does entry 3 give?
  -0.1 eV

=====

- Number 2 is which compound?
  C34H58N4O7S5